Entry 1:
The following is a quantum chemistry calculation of C41H54BaClN7O4P2S3Sb as an isolated structure in a non-equilibrium geometry, from the OMol25 dataset.

The charge is -2. The calculation puts the orbital gap (alpha / beta) at 5.986 / 5.530 eV. Its expectation value of S² is 0.7637. Its spin multiplicity is 2.

Geometry as XYZ:
```
114
C41H54BaClN7O4P2S3Sb the ωB97M-V functional and the def2-TZVPD basis
Ba -0.1824 0.3543 0.2802
Sb -0.8112 2.8439 3.1289
Cl -4.6545 4.7174 -1.9697
S 1.2471 3.0748 4.1977
S -0.4835 3.4519 0.8645
S -1.3493 0.5300 2.9955
P 0.6210 -2.3205 -2.2004
P 1.6761 -1.8896 1.7235
O -3.3347 4.5092 -4.6026
O -1.7700 3.0419 -5.1211
O -0.1985 0.4639 -1.9033
O -0.4774 1.2038 -3.9690
N -3.3193 2.6950 -0.8075
N 3.6589 2.8393 -2.4010
N 4.8429 1.6173 -0.6725
N 4.0232 3.8552 -0.2336
N -2.4049 1.7640 -1.0635
N -0.5575 -2.3838 0.0556
N 2.4644 2.0211 -0.4658
C 5.0758 2.8842 0.0179
C 2.7295 -1.5567 3.2487
C -0.7095 -3.0800 1.1952
C 2.5882 -4.5696 1.0700
C 3.5528 1.0925 -0.2149
C -3.3843 -1.4006 -2.8114
C 2.7186 -3.0937 0.6994
C 4.1845 -2.6794 0.5992
C 3.4100 -2.6878 4.0309
C 0.6886 -2.6507 -5.1938
C 3.9303 4.0715 -1.6706
C -3.5040 3.4762 -1.8958
C 1.9475 -4.8189 -2.6305
C 1.0936 -1.8398 -3.9666
C 0.1962 -3.6981 3.3648
C -4.1272 1.6578 1.2103
C 2.7571 3.2772 0.2185
C -1.7601 -3.9941 1.4295
C -0.5675 -4.9040 -2.8384
C -4.0779 4.0644 1.0493
C -4.8645 3.0039 3.0551
C -2.0624 -1.6670 -3.1432
C -1.5798 -2.1603 -0.8158
C -2.6656 3.0205 -2.9050
C 2.4012 2.2816 -1.8984
C -0.8003 1.1210 -2.7649
C -2.6134 3.5875 -4.2762
C -4.6269 1.7589 2.4964
C -0.8813 -4.5393 3.5926
C -3.8633 2.8130 0.4832
C -3.7966 -1.5123 -1.4909
C 0.3081 -2.9821 2.1860
C -1.8427 -4.7026 2.6035
C 4.7229 1.8929 -2.1011
C -4.5829 4.1521 2.3330
C 1.9322 -0.6574 4.1889
C 0.6206 -4.2238 -2.1642
C -1.9721 1.9370 -2.2933
C 2.6089 -1.6327 -3.9670
C -2.9140 -1.8767 -0.4942
C -1.1761 -2.0726 -2.1653
H 0.9540 -3.6143 4.1278
H -3.8052 4.9585 0.5137
H 2.7856 -4.2624 -2.2142
H -0.3929 -2.7162 -5.2935
H -3.9101 0.6955 0.7710
H 2.5148 -0.4265 5.0805
H 1.0796 -2.1537 -6.0866
H 1.0027 -1.1315 4.4989
H 4.2833 -1.6321 0.3236
H 5.6748 2.3034 -2.4603
H -0.4760 -5.9896 -2.7455
H 3.0229 -5.1889 0.2849
H 3.1262 4.7847 -1.8702
H 1.9519 3.9858 0.0175
H -1.2094 2.2714 -4.6947
H 4.3119 -2.2959 4.5059
H -2.4922 -4.1542 0.6484
H -1.4908 -4.5998 -2.3513
H -5.2386 3.0850 4.0653
H -0.9594 -5.0869 4.5230
H 2.1852 1.3528 -2.4285
H -4.0888 -1.0892 -3.5744
H 2.8087 3.1047 1.2974
H -0.6445 -4.6552 -3.8942
H 0.5347 -4.4227 -1.0889
H 3.6193 0.9004 0.8602
H 1.6769 0.2846 3.7033
H 2.0343 -4.8028 -3.7151
H 2.9180 -1.1314 -3.0500
H 6.0334 3.2987 -0.3206
H 3.6992 -3.5182 3.3937
H 0.6267 -0.8501 -4.0419
H 4.6882 -3.2783 -0.1624
H -1.7432 -1.5252 -4.1657
H 3.5340 -0.9449 2.8112
H 2.2686 -2.9655 -0.2932
H 4.7084 -2.8314 1.5403
H 2.9178 -1.0173 -4.8124
H 4.8784 4.4920 -2.0288
H 2.0310 -5.8589 -2.3041
H 4.5170 0.9539 -2.6239
H 1.5437 -4.8476 1.1812
H 3.3449 0.1590 -0.7444
H 2.7685 -3.0686 4.8222
H -4.7453 5.1281 2.7706
H 3.0972 -4.8046 2.0019
H 1.0959 -3.6606 -5.1687
H -4.8281 -1.2961 -1.2365
H 1.5968 2.9918 -2.0997
H -4.8209 0.8612 3.0646
H 3.1302 -2.5880 -4.0239
H -3.2323 -1.8867 0.5428
H 5.1288 2.6952 1.0941
H -2.6637 -5.3967 2.7572
```

Here are the Mulliken charges for atoms 1 to 8, given in e:
1 Ba -0.15
2 Sb 0.27
3 Cl -0.17
4 S -0.65
5 S -0.60
6 S -0.64
7 P 1.73
8 P 0.88

---

Entry 2:
The following is a quantum chemistry calculation of C41H54CeF10N6O4S2SbSi3 as an isolated structure in a non-equilibrium geometry, from the OMol25 dataset.

The charge is -2. The calculation puts the orbital gap (alpha / beta) at 3.279 / 5.116 eV. Its expectation value of S² is 0.7841. Its spin multiplicity is 2.

Geometry as XYZ:
```
122
C41H54CeF10N6O4S2SbSi3 the ωB97M-V functional and the def2-TZVPD basis
Ce 12.4858 10.4504 13.4891
Sb 15.0325 11.1660 17.7712
S 11.5405 12.2566 15.9119
S 11.6615 13.5022 13.2315
Si 16.7611 9.2912 17.4229
Si 13.6019 10.8734 20.0023
Si 16.4979 13.3805 17.9539
F 14.8369 12.9788 10.8129
F 16.4553 9.3731 9.6243
F 14.3398 8.9823 9.7010
F 13.4406 11.6474 9.7786
F 15.6062 8.3199 11.2988
F 13.8200 9.2673 14.6172
F 15.3968 11.9006 9.0390
F 17.4121 11.5824 11.1031
F 16.9485 10.0766 12.5616
F 16.2339 12.1013 12.8310
O 14.1991 12.0149 14.4947
O 5.9552 7.7576 18.1750
O 7.6641 6.3274 18.2116
O 14.1099 10.4557 12.0548
N 9.5653 10.5836 14.0935
N 11.1863 9.1464 15.6840
N 7.1302 7.3800 17.8769
N 10.4549 17.1053 14.4424
N 10.9905 15.1050 18.1043
N 11.2470 9.0031 11.7121
C 11.4255 13.6033 14.8867
C 9.8433 9.0555 15.8799
C 9.0127 9.8727 15.0673
C 9.5007 8.8157 9.9583
C 9.2377 8.2042 16.8723
C 17.4782 13.6182 16.3791
C 14.2541 11.9472 21.4575
C 8.9581 9.3666 8.7799
C 11.4808 7.6201 17.5463
C 7.4562 11.7284 13.7550
C 13.6398 9.0484 20.4466
C 10.6907 16.0442 14.8635
C 14.7071 11.7967 10.1999
C 9.1642 10.7129 8.4725
C 7.0035 9.2297 16.4069
C 10.3841 10.9789 10.5022
C 8.8242 11.4998 13.4974
C 10.1165 6.9306 12.4440
C 11.3870 7.5152 11.8422
C 10.3826 9.5407 10.7951
C 17.7909 8.8586 18.9681
C 11.0204 14.8403 15.5104
C 16.4337 11.0910 11.9069
C 7.6241 10.0549 15.4382
C 11.9081 11.5940 19.6388
C 15.1835 14.7332 18.0981
C 7.8300 8.2818 17.0212
C 11.8082 6.8585 10.4766
C 9.9327 13.0660 9.1992
C 15.4035 9.3446 10.4646
C 12.5789 7.1920 12.7396
C 17.5792 13.1552 19.4720
C 15.1650 10.6810 11.1319
C 11.0144 14.9798 16.9527
C 17.8302 9.7968 15.9218
C 15.8573 7.7031 16.8826
C 11.9677 8.5244 16.5841
C 9.8134 11.5642 9.3687
C 10.1072 7.4575 17.7112
C 8.0590 8.5559 7.8899
C 6.8614 10.9647 14.7018
H 12.9491 8.4962 19.8256
H 10.6063 13.4028 8.3710
H 18.3233 9.7676 19.3682
H 7.3343 9.1791 7.3944
H 15.1399 15.4528 17.2804
H 18.4448 8.9440 15.5905
H 17.2404 13.7579 20.3512
H 11.9635 12.6973 19.5732
H 14.6243 8.6220 20.3011
H 11.0960 7.0035 9.6535
H 12.3633 7.3449 13.8045
H 16.7622 13.8219 15.5641
H 10.2698 5.8385 12.7453
H 9.3563 12.1313 12.7616
H 18.0172 12.7356 16.0918
H 11.5040 11.2132 18.7039
H 13.6816 12.9263 21.5677
H 12.8540 6.1032 12.6332
H 13.3066 8.7957 21.5050
H 18.5907 8.0785 18.7491
H 13.4526 7.7882 12.5023
H 12.1997 7.0079 18.0861
H 11.1467 11.3976 20.4385
H 8.7424 8.0059 7.1855
H 5.9451 9.3434 16.7097
H 17.1565 8.4321 19.7772
H 14.2060 14.2550 18.1980
H 8.7485 11.0660 7.5500
H 16.4953 6.9328 16.4227
H 17.0583 9.9172 15.1068
H 9.2184 6.9749 11.8015
H 14.0899 11.3592 22.4118
H 5.7907 11.0151 14.9161
H 18.6385 13.3151 19.3205
H 10.9754 11.6378 11.1669
H 7.4875 7.8015 8.4965
H 15.1595 8.0277 16.0912
H 18.3928 10.7353 15.9353
H 14.0539 12.7803 15.0740
H 11.9723 5.7817 10.6351
H 18.1867 14.4595 16.4335
H 6.9272 12.5118 13.1821
H 12.7709 7.3748 10.2925
H 8.9458 13.4758 9.0266
H 9.3712 7.7255 10.1278
H 15.3407 12.1057 21.3854
H 14.8947 12.2593 13.8301
H 15.2445 7.2064 17.6725
H 13.0140 8.7437 16.4321
H 9.6959 6.7277 18.3844
H 9.8157 7.5233 13.3129
H 10.2910 13.5064 10.1296
H 15.3114 15.2344 19.0693
H 17.4841 12.1205 19.8011
```

Here are the Mulliken charges for atoms 1 to 8, given in e:
1 Ce 0.82
2 Sb -0.58
3 S 0.04
4 S -0.45
5 Si 0.40
6 Si 0.69
7 Si 0.64
8 F -0.24

---

Entry 3:
The following is a quantum chemistry calculation of C41H55ClN4O3OsSi3 as an isolated structure in a non-equilibrium geometry, from the OMol25 dataset.

The charge is 0. The calculation puts the orbital gap (alpha / beta) at 6.723 / 6.837 eV. Its expectation value of S² is 6.0131. Its spin multiplicity is 5.

Geometry as XYZ:
```
108
C41H55ClN4O3OsSi3 the ωB97M-V functional and the def2-TZVPD basis
Os 1.7232 0.5557 -1.7461
Cl -4.9477 -3.8141 -3.1402
Si 2.5430 -1.6853 -2.2931
Si 2.9400 0.3273 0.3575
Si -0.1007 -0.3217 -3.1238
O 1.4418 3.3211 -4.7767
O -0.9398 0.4775 3.2426
O 1.4267 2.3928 -2.7011
N 4.3496 1.1935 -2.1322
N -1.2083 1.9437 0.8364
N 0.2594 1.3987 -0.6452
N -1.3893 2.7478 -0.2046
C -2.1414 2.1766 5.1276
C -4.3675 -3.2157 -0.6315
C 0.3189 -2.4566 2.2833
C -4.4137 1.9971 4.0661
C 3.9120 4.3331 2.6696
C -3.3338 0.0316 5.1173
C 1.0123 -2.7369 3.4581
C -2.2819 0.8798 2.8887
C 2.6791 3.1882 0.9718
C 2.9405 4.3499 1.6513
C 0.8894 -1.6363 1.3429
C -3.0388 1.2712 4.2506
C 4.3647 1.8664 -3.4469
C -1.8861 -0.0253 -2.3864
C -4.3029 0.0676 1.3938
C 2.0636 -0.8743 1.6196
C 3.5119 3.1659 -3.6093
C 4.6266 3.1843 2.9478
C -0.4923 2.4618 -1.0739
C -5.1417 -0.5443 -0.9087
C 4.3653 2.0182 2.2046
C -0.8450 -4.4086 -4.0189
C 2.0349 2.9340 -3.7735
C 0.3155 -4.9832 -3.5258
C 3.8606 -1.8187 -3.7101
C 3.3627 1.9882 1.2254
C -0.1311 0.2251 -4.9526
C 1.3286 -4.1777 -3.0123
C 3.1276 -2.8626 -0.9128
C -4.2090 -2.3197 0.4474
C -2.9812 -0.2359 2.0981
C 2.2276 -2.1264 3.7314
C -5.2937 -1.4044 -1.9966
C -0.2081 1.1054 0.5772
C 1.1696 -2.7935 -2.9473
C -4.5410 -0.9585 0.2770
C -0.0537 -2.2035 -3.3789
C -1.0436 -3.0143 -3.9331
C -4.8626 -2.7361 -1.8523
C 2.6975 -1.1498 2.8406
C -2.0170 2.1512 2.0729
H -4.7016 2.4061 5.0636
H 3.8645 -2.8223 -4.2072
H -1.0021 -0.2785 -5.4299
H -2.6077 2.3618 6.1164
H -2.6063 -0.7018 -2.8994
H 1.9246 3.1712 0.1910
H -5.6797 -1.1110 -2.9742
H 4.9034 1.1165 2.4776
H 4.1180 5.2212 3.2401
H -1.4705 2.8430 2.7379
H -1.9867 -2.5835 -4.2762
H -2.2448 -0.5550 1.3282
H 2.8022 -2.3542 4.6221
H 0.6222 -3.4916 4.1404
H 4.9163 -1.6451 -3.3479
H 3.7216 3.8429 -2.7459
H 0.7399 -0.0892 -5.5435
H -2.9086 2.6744 1.7368
H 3.8235 3.6151 -4.5571
H -4.3206 1.0412 0.8940
H -3.7666 0.3900 6.0903
H 2.2529 -3.3376 -0.4040
H 3.7734 -3.7077 -1.2989
H -4.0208 -4.2376 -0.5652
H -4.3891 2.8693 3.3762
H 5.3756 2.0967 -3.8049
H 5.3780 3.1279 3.7183
H 0.1915 0.4390 1.3048
H -2.4541 -0.5894 5.3584
H 4.8049 0.2904 -2.1652
H 3.6756 -1.0688 -4.5252
H 3.9488 1.1374 -4.1625
H 4.3137 -0.2126 0.5312
H 2.4370 5.2747 1.3945
H 3.5936 -0.6247 3.1356
H 0.4471 -6.0774 -3.5583
H -2.2379 1.0145 -2.5370
H -1.9355 -0.2448 -1.3028
H -5.3851 0.5038 -1.0577
H 3.7296 -2.3248 -0.1391
H 0.3944 -1.5197 0.3633
H -0.3931 3.0276 -1.9951
H -0.9562 -0.3515 3.7239
H -1.9302 3.1506 4.6412
H -5.2067 1.3171 3.7020
H -1.6225 -5.0390 -4.4708
H -3.7393 -2.6641 1.3683
H -4.0648 -0.6591 4.6604
H -0.6935 -2.8461 2.1401
H -5.1827 -0.0106 2.0994
H 2.2165 -4.6412 -2.6331
H -1.1917 1.6789 5.2827
H -3.0669 -1.1563 2.7312
H -0.2336 1.3385 -5.0803
H 4.7097 1.7451 -1.3544
```

Here are the Mulliken charges for atoms 1 to 8, given in e:
1 Os 0.67
2 Cl -0.21
3 Si 0.62
4 Si -0.27
5 Si 1.46
6 O -0.66
7 O -0.71
8 O -0.10

---

Entry 4:
The following is a quantum chemistry calculation of C41H55F4N5OPSTi as an isolated structure, from the OMol25 dataset.

The charge is 0. The calculation puts the orbital gap (alpha / beta) at 6.983 / 6.843 eV. Its expectation value of S² is 0.7561. Its spin multiplicity is 2.

Geometry as XYZ:
```
109
C41H55F4N5OPSTi the ωB97M-V functional and the def2-TZVPD basis
Ti -2.0439 -0.7969 0.2357
S -3.7092 0.7465 -0.8807
P 2.2297 0.4760 -1.2879
F -4.5477 3.7334 -1.6733
F -5.4508 3.2568 0.2341
F -6.9298 -0.9696 4.8779
F -4.5051 5.1760 -0.0672
O 0.9720 0.0531 -0.5984
N -3.7156 0.8866 5.1628
N -0.8415 -2.3266 -0.3533
N -1.6084 1.4523 0.3930
N -1.9062 -0.5241 2.3814
N -1.4914 0.2657 5.0022
C 4.3366 -0.5667 0.3272
C 1.9457 1.9507 -2.3532
C -1.3339 -1.3851 -2.6436
C 2.2761 -3.1766 -3.1601
C 3.5060 -1.3603 1.3324
C -2.6867 0.3711 4.4336
C 2.4952 0.7671 2.1460
C -3.0928 3.3008 0.1424
C 3.3794 -1.6004 -4.7883
C -0.5775 -3.5617 0.1998
C -0.8956 -3.8548 -2.0067
C -5.7424 -1.0237 1.4530
C 2.5750 4.8032 -1.7516
C -2.7643 1.9518 -0.0928
C -4.3987 3.8596 -0.3466
C 2.4860 -2.2115 -1.9926
C -1.0408 -2.5244 -1.7099
C -0.7743 2.2210 1.0918
C -1.0305 3.5515 1.3434
C -6.4948 -0.6892 2.5709
C -0.5094 -0.2422 4.2569
C -3.7862 -2.1786 0.3756
C 3.6920 3.7902 -1.9829
C 1.3797 4.1359 -1.0794
C -0.7001 -0.6616 2.9607
C 2.8957 -0.7902 -2.4700
C 0.8720 2.9539 -1.8979
C 3.2182 -0.5082 2.5634
C -4.6948 -1.9543 1.5151
C -6.2155 -1.3111 3.7706
C -0.5932 -4.5167 -0.7864
C -2.8912 -0.0073 3.0915
C -2.2153 4.0908 0.8573
C 3.2809 1.5640 1.1036
C 3.3713 -3.0296 -4.2066
C -4.4872 -2.5885 2.7485
C -5.2332 -2.2745 3.8757
C -0.3302 -3.7547 1.6605
C 3.6519 0.7330 -0.1364
C 3.2186 2.6401 -2.8703
C 2.5508 -0.6152 -3.9553
H 3.2292 -3.7605 -5.0040
H 3.0120 -1.5980 -5.8165
H 2.6115 -1.0679 3.2812
H 1.4806 -0.7749 -4.1124
H 4.3855 1.2903 -0.7275
H 2.7742 0.3910 -4.3074
H -3.3099 -3.1627 0.4378
H 4.0239 1.9128 -3.0133
H -2.3807 -1.3341 -2.9507
H 1.5712 -2.1642 -1.3969
H -2.4616 5.1274 1.0403
H 4.0400 -2.2716 1.6106
H 2.5595 -1.6659 0.8747
H 0.4193 3.3594 -2.8094
H 0.1268 1.7363 1.4415
H -0.1916 -4.8145 1.8711
H -0.9709 -4.2937 -2.9899
H 0.4658 -0.3174 4.7227
H 3.2686 -2.6116 -1.3438
H -1.1680 -3.4040 2.2716
H 0.0974 -1.0764 2.3594
H -4.6533 0.6570 4.8746
H -3.8557 0.1253 2.6159
H -5.0589 -2.7643 4.8250
H -5.9452 -0.5213 0.5160
H 4.5550 4.2718 -2.4477
H -3.5615 0.9590 6.1549
H -1.0558 -0.4192 -2.2063
H -4.3111 -2.1157 -0.5809
H 4.1574 -0.2618 3.0710
H -0.7325 -1.4861 -3.5504
H -0.3303 4.1532 1.9039
H 5.2768 -0.2755 0.8107
H 3.9859 -0.6916 -2.4101
H 4.4055 -1.2244 -4.8306
H 1.4844 1.4368 -3.2004
H 1.5404 0.4762 1.7067
H 3.0014 3.0474 -3.8638
H 2.2630 5.2269 -2.7124
H 2.9389 5.6342 -1.1437
H 2.2291 -4.1954 -2.7723
H 4.6165 -1.1919 -0.5185
H 2.7151 2.4500 0.8193
H -7.2903 0.0424 2.5163
H 4.3395 -3.2569 -3.7510
H 4.2116 1.9268 1.5548
H 2.2915 1.4023 3.0128
H 4.0309 3.4150 -1.0129
H 0.0795 2.4174 -1.3751
H 1.3020 -2.9954 -3.6201
H -3.7023 -3.3333 2.8266
H 0.5653 4.8525 -0.9495
H 0.5722 -3.2362 1.9979
H 1.6615 3.8174 -0.0740
H -0.4038 -5.5693 -0.6414
```

Here are the Mulliken charges for atoms 1 to 8, given in e:
1 Ti -0.16
2 S -0.59
3 P 0.42
4 F -0.23
5 F -0.21
6 F -0.41
7 F -0.32
8 O 0.34

---

Calculated total energy values, unit eV, following the record order: -132858.552 -152474.384 -94133.954 -107021.887.